Entry 1:
The following is a quantum chemistry calculation of C15H25AlBeCl2CsF12NO9PS2 as an isolated structure in a non-equilibrium geometry, from OMol25.

Calculated values
maximum force = 0.0913 hartree/bohr
LUMO = -8.92 eV
total charge = +1
HOMO-LUMO gap = 1.49 eV
HOMO level = -10.41 eV

Structure (XYZ):
```
70
C15H25AlBeCl2CsF12NO9PS2, DFT wB97M-V/def2-TZVPD
C -0.541 0.151 3.375
C -0.806 -1.080 2.354
C -2.270 -1.614 2.551
C -0.548 -0.563 0.991
C 0.976 -0.597 0.650
C 1.712 -1.873 1.085
C 1.209 -0.281 -0.795
O 1.993 0.932 -0.895
C 1.117 1.712 -1.454
C 0.910 2.757 -0.375
O 0.669 3.974 -1.068
C 0.903 3.685 -2.516
O 0.549 4.463 -3.318
O 1.471 2.542 -2.631
H -0.497 -0.240 4.530
H 0.431 0.545 3.129
H -1.268 0.956 3.264
H -0.157 -1.882 2.646
H -3.003 -1.102 1.869
H -2.207 -2.673 2.350
H -2.549 -1.526 3.639
H -0.924 0.539 0.963
H -1.183 -1.061 0.274
H 1.427 0.224 1.189
H 1.020 -2.682 1.257
H 2.200 -1.679 2.023
H 2.448 -2.206 0.379
H 0.264 -0.213 -1.299
H 1.777 -1.054 -1.276
H 0.240 1.211 -1.794
H 1.844 2.896 0.148
H 0.223 2.544 0.417
Cl -1.532 1.940 -0.704
Cs -4.379 -0.040 3.237
Be -0.938 3.515 -1.048
C 4.922 2.838 -4.389
C 4.579 3.785 -5.537
C 3.097 4.149 -5.453
O 4.818 3.112 -6.752
H 4.332 1.921 -4.442
H 5.976 2.568 -4.403
H 4.717 3.314 -3.424
H 5.136 4.714 -5.345
H 2.460 3.265 -5.526
H 2.810 4.840 -6.247
H 2.880 4.640 -4.499
Cl -0.002 1.196 5.115
Al 5.358 3.743 -8.320
F 0.179 4.632 5.705
P 0.216 4.762 7.395
F -1.212 5.572 7.209
F -0.759 3.383 7.343
F 1.832 4.722 7.016
F 0.658 3.991 8.788
F 0.573 6.157 8.190
C -1.366 -4.679 -1.336
F -0.382 -3.971 -0.737
F -1.948 -3.873 -2.230
F -0.804 -5.673 -2.001
S -2.569 -5.289 -0.085
O -3.083 -4.081 0.512
O -1.799 -6.121 0.781
N -3.540 -6.011 -1.075
S -4.828 -6.713 -0.436
O -5.810 -5.807 0.081
O -4.561 -7.869 0.354
C -5.537 -7.348 -2.007
F -4.690 -8.178 -2.612
F -5.799 -6.348 -2.854
F -6.665 -8.000 -1.769
```

The net atomic charges from Löwdin, expressed in e, are: -0.26, -0.30, -0.26, -0.15, -0.29, -0.01, -0.11, 0.07, -0.41, -0.17, 0.03, -0.50, 0.27, 0.22, 0.05, 0.06, 0.06, 0.13, -0.06, 0.09, 0.00, 0.06, 0.14, 0.13, 0.08, 0.09, 0.09, 0.11, 0.15, 0.08, 0.18, 0.08, 0.68, 1.30, 0.33, -0.07, -0.57, -0.08, -0.47, 0.08, 0.08, 0.07, 0.13, 0.08, 0.08, 0.06, 0.84, 0.64, -0.28, 0.40, -0.20, -0.27, -0.22, -0.20, -0.19, -0.68, 0.09, 0.12, 0.16, 0.55, -0.34, -0.27, -0.29, 0.58, -0.29, -0.26, -0.70, 0.14, 0.13, 0.15

---

Entry 2:
The following is a quantum chemistry calculation of C46H65N3O14S3 as an isolated structure in a non-equilibrium geometry, from OMol25.

Calculated values
maximum force = 0.0250 hartree/bohr
LUMO = -0.36 eV
HOMO-LUMO gap = 7.70 eV
HOMO level = -8.05 eV

Structure (XYZ):
```
131
C46H65N3O14S3, DFT wB97M-V/def2-TZVPD
C 1.184 3.342 3.207
C 0.579 2.131 2.476
S 0.452 2.544 0.717
C 0.216 0.917 -0.069
C -1.087 0.771 -0.795
C -1.195 0.624 -2.142
C 0.062 0.638 -2.982
C 0.973 1.866 -2.781
C 2.461 1.587 -2.519
C 3.089 0.418 -3.292
N 3.538 -0.658 -2.411
C 4.841 -1.023 -2.235
C 4.906 -2.049 -1.333
C 3.568 -2.329 -0.942
C 2.761 -1.452 -1.619
C -2.497 0.386 -2.749
S -2.619 0.093 -4.509
C -3.656 0.287 -2.029
C -5.016 -0.024 -2.586
C -3.552 0.451 -0.609
N -4.537 0.364 0.276
S -3.856 0.558 1.738
N -2.334 0.752 1.303
C -2.277 0.688 -0.025
H 0.423 3.858 3.781
H 1.583 4.034 2.465
H 2.023 3.052 3.833
H -0.397 1.889 2.880
H 1.226 1.266 2.552
H 0.259 0.176 0.730
H 1.063 0.718 -0.712
H 0.577 -0.305 -2.809
H -0.233 0.615 -4.022
H 0.613 2.474 -1.954
H 0.883 2.504 -3.658
H 3.002 2.487 -2.807
H 2.679 1.455 -1.462
H 2.421 0.000 -4.042
H 3.988 0.740 -3.807
H 5.657 -0.553 -2.754
H 5.788 -2.564 -1.000
H 3.239 -3.077 -0.243
H 1.690 -1.413 -1.552
H -2.898 1.303 -5.015
H -5.751 0.185 -1.819
H -5.225 0.506 -3.505
H -5.070 -1.095 -2.776
O 1.763 -5.165 -6.173
C 0.814 -4.499 -5.877
O 0.903 -3.176 -5.616
C -0.378 -2.660 -5.194
C -1.404 -3.639 -5.747
C -0.626 -4.954 -5.713
H -0.396 -2.621 -4.105
H -0.497 -1.654 -5.587
H -2.329 -3.648 -5.175
H -1.646 -3.382 -6.780
H -0.715 -5.459 -4.750
H -0.898 -5.640 -6.510
O -2.932 0.764 4.622
C -2.675 -0.272 5.161
O -2.465 -0.365 6.495
C -2.069 -1.702 6.847
C -2.582 -2.584 5.714
C -2.494 -1.635 4.519
H -0.980 -1.726 6.929
H -2.500 -1.947 7.814
H -2.012 -3.504 5.600
H -3.623 -2.852 5.897
H -1.512 -1.658 4.042
H -3.263 -1.808 3.771
O -1.701 -2.532 -2.091
C -1.337 -2.703 -0.963
O -0.068 -2.458 -0.577
C 0.119 -2.814 0.808
C -1.282 -2.779 1.408
C -2.149 -3.193 0.218
H 0.564 -3.811 0.847
H 0.801 -2.101 1.261
H -1.385 -3.420 2.282
H -1.528 -1.756 1.704
H -2.257 -4.275 0.135
H -3.132 -2.728 0.218
O -7.791 -1.741 -2.220
C -8.625 -1.170 -1.585
O -9.900 -1.621 -1.479
C -10.701 -0.685 -0.740
C -9.710 0.122 0.093
C -8.477 0.127 -0.809
H -11.247 -0.062 -1.452
H -11.416 -1.241 -0.139
H -10.079 1.111 0.354
H -9.487 -0.411 1.018
H -8.489 0.953 -1.521
H -7.538 0.136 -0.260
O 2.179 -1.034 2.172
C 3.255 -0.600 1.853
O 3.484 0.720 1.714
C 4.828 0.942 1.231
C 5.593 -0.312 1.626
C 4.510 -1.382 1.543
H 4.787 1.093 0.151
H 5.214 1.844 1.698
H 6.458 -0.505 0.996
H 5.937 -0.223 2.658
H 4.425 -1.800 0.538
H 4.650 -2.179 2.270
O 6.186 4.784 -2.718
C 5.152 5.369 -2.837
O 3.990 4.906 -2.314
C 2.893 5.754 -2.696
C 3.527 7.097 -3.036
C 4.893 6.671 -3.574
H 2.392 5.301 -3.555
H 2.192 5.806 -1.866
H 2.933 7.684 -3.733
H 3.657 7.684 -2.126
H 4.867 6.457 -4.643
H 5.683 7.386 -3.366
O 5.499 -1.313 5.375
C 4.750 -0.478 5.792
O 5.107 0.811 5.983
C 4.021 1.543 6.586
C 2.765 0.747 6.250
C 3.305 -0.682 6.206
H 4.203 1.597 7.662
H 4.015 2.551 6.179
H 1.958 0.901 6.964
H 2.398 1.030 5.262
H 3.296 -1.162 7.186
H 2.788 -1.308 5.483
```

Atomic partial charges in e from the Löwdin method, atoms 1 to 99: -0.16, -0.52, 0.91, -0.40, -0.19, -0.16, -0.16, -0.17, -0.15, -0.10, -0.09, -0.08, -0.11, -0.13, -0.07, -0.45, 0.85, -0.23, -0.05, -0.32, -0.21, 1.04, -0.20, -0.31, 0.07, 0.04, 0.05, 0.05, 0.03, 0.07, 0.04, 0.10, 0.06, 0.07, 0.11, 0.09, 0.10, 0.13, 0.12, 0.12, 0.11, 0.11, 0.09, -0.11, 0.04, 0.07, 0.09, 0.12, -0.49, 0.02, -0.17, -0.15, -0.07, 0.10, 0.09, 0.11, 0.12, 0.13, 0.12, 0.08, -0.49, 0.03, -0.15, -0.14, -0.09, 0.12, 0.12, 0.12, 0.12, 0.12, 0.11, 0.12, -0.47, 0.01, -0.13, -0.14, -0.05, 0.13, 0.08, 0.11, 0.08, 0.13, 0.12, 0.13, -0.48, 0.02, -0.16, -0.15, -0.08, 0.13, 0.12, 0.11, 0.12, 0.13, 0.11, 0.07, -0.46, 0.01, -0.12